No. 1
2 unconnected molecules or ions with the total composition C4H12 in a non-equilibrium geometry. Source: OMol25; level of theory: ωB97M-V/def2-TZVPD.

## Properties
SMILES: CC.CC
total energy: -159.57413 a.u.
ΔE to the lowest compared entry with this formula, charge and spin: 6.8 kcal per mole
frontier orbital gap: 12.8 eV
LUMO level: 1.1586 eV

ORCA input file:
```
! wB97M-V def2-TZVPD RIJCOSX def2/J DEFGRID3
* xyz 0 1
C 0.65863 -1.62806 -0.69239
C 1.64136 -2.07329 0.37835
H 0.20954 -0.68095 -0.39205
H 1.22443 -1.35854 -1.58455
H -0.05311 -2.39502 -0.98329
H 2.40371 -2.75080 -0.02476
H 1.16300 -2.54498 1.23476
H 2.27783 -1.25658 0.73727
C -1.85458 1.48126 0.27168
C -0.50834 2.19208 0.00812
H -2.66019 1.73016 -0.41873
H -1.76174 0.39985 0.33695
H -2.25847 1.88977 1.20470
H -0.60656 2.96899 -0.73616
H -0.10711 2.58041 0.94236
H 0.23160 1.44568 -0.28227
*
```

***

No. 2
A molecular structure, C39H35N2O3P2RuS in a non-equilibrium geometry. Source: OMol25; level of theory: ωB97M-V/def2-TZVPD.

## Properties
total energy: -3017.70129 a.u.
ΔE to the lowest compared entry with this formula, charge and spin: 17.4 kcal per mole
⟨S²⟩: 0.76
frontier orbital gap (alpha / beta): 4.8 / 4.3 eV
LUMO level (alpha / beta): -7.9544 / -8.4172 eV

ORCA input file:
```
! wB97M-V def2-TZVPD RIJCOSX def2/J DEFGRID3
* xyz 2 2
Ru 1.53437 -1.75118 -0.99489
C -2.57376 4.15429 3.24192
S -3.48435 2.61538 3.37884
C -2.21833 1.43845 2.91771
C -1.96718 1.42046 1.40432
C -0.94449 0.33315 1.07097
N -0.29557 0.56122 -0.25114
P -0.69512 -0.73948 -1.36860
C -2.50771 -0.87215 -1.27939
C -3.18663 -2.07195 -1.09543
C -4.57660 -2.08792 -1.10209
C -5.28430 -0.91245 -1.29299
C -4.60746 0.28418 -1.50203
C -3.22294 0.30779 -1.50163
C -0.60186 -0.26429 -3.12666
C -0.68366 0.99911 -3.69323
C -0.65323 1.14214 -5.07505
C -0.59894 0.02704 -5.89463
C -0.58753 -1.24504 -5.33389
C -0.57439 -1.38812 -3.95732
P 1.42921 0.53066 -0.21434
C 2.00786 1.65007 -1.48708
C 1.28735 2.79796 -1.81367
C 1.82993 3.71318 -2.70043
C 3.08713 3.49126 -3.24772
C 3.81719 2.36232 -2.89906
C 3.28133 1.44174 -2.01333
C 1.97632 1.24979 1.32850
C 2.98846 0.62767 2.05313
C 3.47557 1.23460 3.20402
C 2.94287 2.44438 3.62167
C 1.93224 3.06221 2.88985
C 1.44336 2.47427 1.73611
H -3.21212 4.93706 3.64757
H -2.34894 4.38842 2.20100
H -1.65680 4.09827 3.82882
H -2.58488 0.46805 3.25948
H -1.30426 1.67240 3.46952
H -1.59218 2.39077 1.07296
H -2.90553 1.23727 0.88082
H -1.42349 -0.64567 1.09459
H -0.17889 0.32373 1.84685
H -2.65025 -3.00400 -0.98250
H -5.10441 -3.02232 -0.96231
H -6.36618 -0.92700 -1.29175
H -5.16078 1.19935 -1.66956
H -2.69909 1.24066 -1.67465
H -0.75605 1.88123 -3.07184
H -0.68697 2.13347 -5.50763
H -0.57292 0.14396 -6.96969
H -0.58415 -2.12159 -5.96744
H -0.55721 -2.38556 -3.52981
H 0.30710 2.96805 -1.38329
H 1.27382 4.60362 -2.96331
H 3.50412 4.20649 -3.94424
H 4.80522 2.20339 -3.30919
H 3.85698 0.56757 -1.72616
H 3.40263 -0.31609 1.71725
H 4.26919 0.76356 3.76826
H 3.32062 2.91637 4.51897
H 1.53361 4.01496 3.21526
H 0.67627 2.96928 1.15234
O 4.96975 -2.97983 0.58326
C 3.83289 -2.70465 0.33423
O 3.43960 -2.09303 -0.78016
C 2.70027 -3.04884 1.28212
C 3.01050 -3.63124 2.51239
C 1.99584 -3.93082 3.37054
C 0.66695 -3.70924 2.96516
C -0.43155 -4.03825 3.79808
C -1.70819 -3.92391 3.34315
C -1.93694 -3.49847 2.01427
C -0.89805 -3.15121 1.20274
C 0.42837 -3.19521 1.66644
N 1.47276 -2.78826 0.86428
H 4.05005 -3.81621 2.74423
H 2.19892 -4.37259 4.33878
H -0.23789 -4.39191 4.80321
H -2.53690 -4.19170 3.98427
H -2.94766 -3.45621 1.62637
H -1.07045 -2.90704 0.17003
O 2.55516 -0.91104 -3.76174
C 2.07296 -1.19679 -2.78442
*
```

***

No. 3
A molecular structure, C3H4CeLiO4 in a non-equilibrium geometry. Source: OMol25; level of theory: ωB97M-V/def2-TZVPD.

## Properties
total energy: -899.07471 a.u.
ΔE to the lowest compared entry with this formula, charge and spin: 38.4 kcal per mole
⟨S²⟩: 2.01
frontier orbital gap (alpha / beta): 5.9 / 7.7 eV
LUMO level (alpha / beta): -14.7732 / -14.0202 eV

ORCA input file:
```
! wB97M-V def2-TZVPD RIJCOSX def2/J DEFGRID3
* xyz 3 3
H -4.43310 1.27985 0.88324
C -4.32892 0.54254 0.08539
C -4.18315 -0.89326 0.07630
O -3.08644 0.03653 -0.27135
H -4.00659 -1.43455 1.00897
H -4.52837 -1.47040 -0.78273
O 1.60884 0.17559 0.34632
C 2.74033 0.03349 -0.21565
O 3.61404 0.99216 0.00208
Ce -0.70178 0.23228 -0.07948
H 4.46357 0.32049 0.13954
Li 2.68780 -2.73540 0.34668
O 3.33767 -1.08005 -0.09853
*
```

***

No. 4
2 unconnected molecules or ions with the total composition C3H6O3. Source: OMol25; level of theory: ωB97M-V/def2-TZVPD.

## Properties
total energy: -343.44230 a.u.
ΔE to the lowest compared entry with this formula, charge and spin: 133.2 kcal per mole
frontier orbital gap (alpha / beta): 8.8 / 8.8 eV
LUMO level (alpha / beta): -0.6789 / -0.6788 eV

ORCA input file:
```
! wB97M-V def2-TZVPD RIJCOSX def2/J DEFGRID3
* xyz 0 1
O -1.60377 -0.04662 -1.33381
C -0.25691 0.19255 -1.29841
C 0.30006 1.09394 -0.22799
O -0.54912 0.82464 0.82905
C 0.67716 -0.28574 -0.23378
O 0.62249 -1.18623 1.86688
H -1.89532 0.29562 -0.46424
H 0.21066 0.13981 -2.28181
H 0.88241 2.00392 -0.29474
H 0.16779 -0.31379 1.88655
H 1.54962 -0.91935 -0.11727
H -0.09967 -1.79846 1.67668
*
```

***

No. 5
A molecular structure, C37H38N4P2S3Sn. Source: OMol25; level of theory: ωB97M-V/def2-TZVPD.

## Properties
total energy: -3743.40394 a.u.
ΔE to the lowest compared entry with this formula, charge and spin: 0.0 kcal per mole
frontier orbital gap: 7.4 eV
LUMO level: 0.0476 eV

ORCA input file:
```
! wB97M-V def2-TZVPD RIJCOSX def2/J DEFGRID3
* xyz 0 1
Sn 0.55514 1.49584 -1.31479
C -2.53854 2.81171 -0.41824
C -1.57901 2.94587 0.76561
N -0.20417 3.22178 0.35207
C 0.17072 4.62050 0.16709
C -0.53801 5.36257 -0.95781
S -0.29153 4.69239 -2.62900
C -1.94413 4.10085 -3.08381
C -2.23627 2.61906 -2.87551
N -1.91861 2.10104 -1.54044
H -3.44174 2.29469 -0.07906
H -2.85749 3.79537 -0.75526
H -1.95687 3.71229 1.45526
H -1.54857 1.99966 1.30414
H 0.43731 2.82813 1.04174
H -0.00520 5.19066 1.09104
H 1.24759 4.63428 -0.01665
H -1.60786 5.44991 -0.77064
H -0.14680 6.38068 -0.96937
H -2.67701 4.73956 -2.59030
H -2.04384 4.30537 -4.15049
H -3.29559 2.45965 -3.12018
H -1.65414 2.02587 -3.58360
H -2.20470 1.12519 -1.54051
S -0.93426 -0.89156 -2.60300
P -0.99460 -1.16510 -0.60941
C 0.04554 -0.04855 0.13704
P 1.15706 -0.09086 1.42349
S 2.41014 1.46826 1.23191
C 0.33757 -0.05191 3.05620
C -0.51879 -1.09258 3.41275
C -1.21746 -1.05360 4.60888
C -1.07083 0.03349 5.46190
C -0.21801 1.07130 5.11558
C 0.48772 1.02703 3.91957
C 2.16663 -1.60871 1.47713
C 2.33163 -2.40797 2.60262
C 3.17372 -3.51427 2.55586
C 3.86875 -3.81324 1.39622
C 3.71720 -3.00854 0.27322
C 2.86497 -1.91977 0.31104
C -2.73146 -0.92194 -0.08041
C -3.79280 -1.31926 -0.89232
C -5.10104 -1.12986 -0.47299
C -5.36245 -0.54843 0.76181
C -4.31150 -0.15542 1.57748
C -3.00115 -0.33896 1.15347
C -0.67913 -2.89820 -0.16243
C -1.42083 -3.55945 0.81337
C -1.08547 -4.85276 1.18818
C -0.01096 -5.49310 0.58861
C 0.72056 -4.84447 -0.39704
C 0.38430 -3.55466 -0.77431
H -0.63852 -1.94268 2.74950
H -1.87813 -1.86961 4.87399
H -1.61648 0.06722 6.39623
H -0.09411 1.91554 5.78195
H 1.16758 1.82625 3.65030
H 1.81737 -2.17205 3.52436
H 3.29020 -4.13551 3.43488
H 4.52958 -4.67062 1.36665
H 4.25828 -3.23683 -0.63744
H 2.72443 -1.30581 -0.57140
H -3.58496 -1.76096 -1.85916
H -5.91950 -1.43609 -1.11202
H -6.38508 -0.40073 1.08517
H -4.50721 0.29715 2.54181
H -2.17802 -0.02484 1.78242
H -2.26854 -3.07096 1.27933
H -1.66781 -5.36137 1.94602
H 0.25314 -6.50055 0.88396
H 1.55795 -5.34221 -0.86865
H 0.94465 -3.04580 -1.54940
N 6.44489 1.17084 -6.47271
C 5.71708 0.88712 -5.63102
C 4.80425 0.53106 -4.57507
C 5.16781 0.70462 -3.24505
C 4.25066 0.34659 -2.26967
N 3.04961 -0.14997 -2.55095
C 2.70790 -0.31011 -3.82687
C 3.55050 0.01282 -4.87794
H 6.13427 1.10923 -2.98066
H 4.47730 0.47252 -1.21583
H 1.71336 -0.70482 -4.00464
H 3.24184 -0.12928 -5.90381
*
```

***

No. 6
A molecular structure, C11H17ClINO2PSc in a non-equilibrium geometry. Source: OMol25; level of theory: ωB97M-V/def2-TZVPD.

## Properties
total energy: -2494.05442 a.u.
frontier orbital gap: 5.6 eV
LUMO level: -9.8562 eV

ORCA input file:
```
! wB97M-V def2-TZVPD RIJCOSX def2/J DEFGRID3
* xyz 2 1
C 0.18479 4.79837 -1.66837
C 0.33944 3.44996 -1.09011
H -0.01947 5.53935 -0.87348
H -0.65413 4.76249 -2.38180
H 1.11008 5.05923 -2.22020
O 0.82407 3.17158 0.02669
I 3.14870 -0.33354 0.71489
Sc 1.07653 1.01288 -0.29510
P -1.74442 1.10340 -0.30089
C -2.63545 0.44197 1.15371
C -2.59394 2.71247 -0.48692
H -2.01917 0.33289 -2.58463
H -3.60737 0.51248 -1.77707
H -2.56816 -0.90165 -1.41662
C -2.56972 0.17039 -1.65017
H -2.16695 3.26034 -1.34123
H -3.66713 2.52898 -0.65585
H -3.66940 0.81693 1.13784
H -2.14105 0.76369 2.07935
H -2.46252 3.30753 0.42787
H -2.64079 -0.65575 1.10987
C 0.31370 1.27959 1.93222
O 0.03176 1.74877 2.94814
Cl 1.09938 2.04530 -2.62109
C 0.65559 -3.70341 -1.57693
C 1.15497 -2.76637 -2.47759
C 1.01164 -1.40912 -2.20356
N 0.44682 -0.96900 -1.05073
C -0.01897 -1.87843 -0.15831
C 0.05417 -3.24698 -0.40948
H 0.74487 -4.77112 -1.77990
H 1.65240 -3.05777 -3.40024
H 1.35687 -0.63835 -2.89726
H -0.45241 -1.49283 0.76601
H -0.36487 -3.92409 0.33223
*
```